Record 1
DFT (ωB97M-V/def2-TZVPD) results for a 2-piece molecular cluster, C30H34N2O3 overall.

Geometry (Å):
C: -5.084 -0.423 -4.225
C: -3.603 -0.436 -3.975
C: -2.909 -1.652 -3.841
C: -1.605 -1.677 -3.392
C: -0.908 -0.436 -3.109
O: 0.262 -0.389 -2.579
C: -1.603 0.790 -3.424
C: -2.903 0.770 -3.848
H: -5.415 0.622 -4.278
H: -5.338 -0.930 -5.166
H: -5.613 -0.929 -3.403
H: -3.456 -2.563 -4.104
H: -1.063 -2.610 -3.231
H: -1.053 1.711 -3.264
H: -3.447 1.689 -4.074
C: 8.226 -1.340 -2.210
O: 7.124 -1.694 -3.090
C: 5.860 -1.446 -2.648
C: 4.786 -1.690 -3.535
C: 3.495 -1.462 -3.136
C: 3.188 -1.106 -1.800
C: 1.817 -1.124 -1.315
C: 1.493 -0.526 -0.092
C: 0.223 -0.348 0.376
N: -0.045 -0.005 1.659
C: -1.423 0.153 2.102
C: -2.201 1.179 1.266
C: -3.617 1.355 1.762
C: -4.056 2.610 2.190
C: -5.312 2.740 2.786
C: -6.143 1.616 2.910
C: -5.724 0.370 2.424
C: -4.459 0.241 1.842
C: -1.256 0.553 3.568
O: -2.138 0.708 4.411
N: 0.090 0.676 3.798
C: 0.620 1.078 5.089
C: 0.959 0.346 2.674
C: 1.866 -0.843 3.024
C: 1.809 1.574 2.290
C: 4.278 -0.763 -0.956
C: 5.586 -1.016 -1.330
H: 9.108 -1.538 -2.820
H: 8.172 -0.279 -1.920
H: 8.217 -1.967 -1.305
H: 5.036 -2.054 -4.534
H: 2.674 -1.554 -3.848
H: 1.132 -1.808 -1.820
H: 2.302 -0.151 0.548
H: -0.622 -0.427 -0.313
H: -1.941 -0.821 2.060
H: -1.660 2.137 1.329
H: -2.211 0.863 0.209
H: -3.381 3.464 2.084
H: -5.630 3.714 3.160
H: -7.117 1.711 3.393
H: -6.368 -0.510 2.506
H: -4.098 -0.724 1.474
H: -0.218 1.306 5.753
H: 1.233 0.276 5.527
H: 1.256 1.967 4.976
H: 1.275 -1.621 3.524
H: 2.325 -1.278 2.133
H: 2.656 -0.483 3.692
H: 1.171 2.462 2.192
H: 2.568 1.719 3.071
H: 2.326 1.443 1.336
H: 4.102 -0.328 0.034
H: 6.389 -0.890 -0.588

Calculated values
HOMO in eV: -6.006
Strongest force on any atom in eV Å⁻¹: 1.70
Orbital gap in eV: 5.0121
ΔE to the lowest compared entry with this formula, charge and spin in eV: 4.308
Net charge: 0

***

Record 2
DFT (ωB97M-V/def2-TZVPD) results for C30H34N3O7PSe4Zr as an isolated structure.

Geometry (Å):
Zr: 1.919 -0.326 0.212
O: -1.431 2.739 -3.182
C: -1.838 1.466 -3.342
C: -2.857 1.206 -4.255
C: -3.249 -0.093 -4.524
C: -2.646 -1.161 -3.872
C: -1.684 -0.909 -2.912
C: -1.274 0.391 -2.626
C: -0.228 0.601 -1.601
O: -0.024 -0.269 -0.691
N: 0.459 1.724 -1.682
N: 1.555 1.718 -0.841
C: 2.127 2.846 -0.622
C: 3.424 2.936 -0.005
C: 3.967 4.184 0.318
C: 5.253 4.297 0.796
C: 6.040 3.149 0.905
C: 5.533 1.908 0.587
C: 4.195 1.756 0.176
O: 3.700 0.573 -0.047
H: -0.630 2.702 -2.591
H: -3.311 2.045 -4.767
H: -4.023 -0.272 -5.260
H: -2.910 -2.181 -4.116
H: -1.221 -1.728 -2.376
H: 1.662 3.762 -0.994
H: 3.346 5.064 0.193
H: 5.645 5.261 1.095
H: 7.065 3.236 1.246
H: 6.133 1.014 0.685
Se: 1.888 1.171 2.472
Se: 2.771 -0.931 3.113
Se: 4.735 -1.301 1.981
Se: 4.196 -2.400 0.042
O: 2.285 -3.921 -6.019
C: 1.573 -4.206 -5.039
O: 0.754 -5.123 -4.867
C: 1.726 -3.222 -3.826
C: 2.372 -2.004 -3.999
C: 2.482 -1.130 -2.935
N: 1.990 -1.415 -1.730
C: 1.338 -2.583 -1.550
C: 1.190 -3.500 -2.572
C: 0.735 -2.811 -0.164
O: -0.138 -3.644 -0.015
O: 1.211 -2.068 0.792
H: 2.780 -1.770 -4.972
H: 2.991 -0.175 -3.017
H: 0.652 -4.423 -2.411
C: -4.246 -0.655 2.409
C: -3.160 -0.389 1.350
C: -3.197 -1.479 0.275
P: -1.375 -0.059 1.883
C: -1.047 -1.137 3.390
C: -1.455 -0.689 4.791
C: -1.499 -2.565 3.085
C: -1.606 1.676 2.604
C: -1.394 2.667 1.454
C: -2.883 2.037 3.360
H: -5.155 -0.094 2.173
H: -3.936 -0.378 3.412
H: -4.512 -1.713 2.423
H: -3.395 0.557 0.846
H: -3.157 -2.472 0.720
H: -2.345 -1.382 -0.392
H: -4.111 -1.403 -0.323
H: 0.047 -1.151 3.393
H: -2.532 -0.745 4.959
H: -1.105 0.325 4.989
H: -0.975 -1.352 5.518
H: -2.586 -2.655 3.137
H: -1.066 -3.259 3.810
H: -1.168 -2.867 2.090
H: -0.758 1.793 3.283
H: -2.152 2.544 0.675
H: -0.408 2.522 1.010
H: -1.451 3.694 1.826
H: -3.756 2.000 2.708
H: -2.794 3.061 3.738
H: -3.050 1.383 4.213

Calculated values
HOMO in eV: -2.050
Strongest force on any atom in eV Å⁻¹: 2.24
Orbital gap in eV: 5.9494
ΔE to the lowest compared entry with this formula, charge and spin in eV: 1.984
Net charge: -2

***

Record 3
DFT (ωB97M-V/def2-TZVPD) results for one molecule with the formula C30H34N4O2.

Geometry (Å):
O: 3.212 0.880 -2.865
C: 2.468 0.994 -1.910
C: 1.125 1.623 -2.081
C: 1.001 2.704 -2.948
C: -0.250 3.174 -3.305
C: -1.385 2.535 -2.841
C: -1.272 1.463 -1.960
C: -2.478 0.649 -1.616
O: -3.196 0.226 -2.498
N: -2.641 0.312 -0.294
C: -2.259 1.145 0.752
C: -2.159 2.533 0.592
C: -1.898 3.307 1.704
C: -1.745 2.697 2.942
C: -1.844 1.318 2.992
N: -2.092 0.566 1.937
C: -3.422 -0.884 0.053
C: -2.935 -2.117 -0.704
C: -3.711 -3.342 -0.229
C: -5.207 -3.141 -0.450
C: -5.692 -1.894 0.284
C: -4.917 -0.666 -0.184
C: -0.017 1.014 -1.570
N: 2.764 0.461 -0.681
C: 2.183 0.918 0.498
C: 1.887 2.276 0.671
C: 1.426 2.696 1.901
C: 1.267 1.768 2.921
C: 1.559 0.446 2.641
N: 2.006 0.031 1.470
C: 3.815 -0.560 -0.624
C: 3.219 -1.957 -0.443
C: 4.332 -2.999 -0.500
C: 5.384 -2.717 0.568
C: 5.960 -1.316 0.391
C: 4.848 -0.273 0.461
H: 1.896 3.152 -3.354
H: -0.340 4.014 -3.978
H: -2.366 2.850 -3.163
H: -2.328 2.993 -0.367
H: -1.841 4.382 1.610
H: -1.568 3.276 3.834
H: -1.733 0.777 3.923
H: -3.244 -1.036 1.122
H: -3.094 -1.980 -1.774
H: -1.865 -2.256 -0.528
H: -3.370 -4.225 -0.773
H: -3.519 -3.507 0.834
H: -5.401 -3.027 -1.519
H: -5.757 -4.016 -0.100
H: -6.758 -1.746 0.104
H: -5.548 -2.027 1.359
H: -5.091 -0.501 -1.247
H: -5.247 0.221 0.363
H: 0.068 0.157 -0.917
H: 2.055 2.979 -0.130
H: 1.216 3.742 2.072
H: 0.940 2.066 3.904
H: 1.443 -0.329 3.387
H: 4.307 -0.507 -1.602
H: 2.709 -2.002 0.519
H: 2.489 -2.144 -1.233
H: 3.910 -3.995 -0.354
H: 4.802 -2.975 -1.486
H: 4.925 -2.796 1.556
H: 6.184 -3.458 0.508
H: 6.700 -1.115 1.168
H: 6.462 -1.248 -0.576
H: 4.371 -0.319 1.441
H: 5.259 0.730 0.324

Calculated values
SMILES: O=C(c1cccc(C(=O)N(c2ccccn2)C2CCCCC2)c1)N(c1ccccn1)C1CCCCC1
HOMO in eV: -8.519
Strongest force on any atom in eV Å⁻¹: 0.85
Orbital gap in eV: 8.8398
ΔE to the lowest compared entry with this formula, charge and spin in eV: 0.000
Net charge: 0